{
  "formula": "C23H16I3N3O3Ru",
  "method": "ωB97M-V/def2-TZVPD",
  "homo_energy_ev": [-8.7, -10.7],
  "lumo_energy_ev": [-3.7, -6.0],
  "total_charge": 1,
  "homo_lumo_gap_ev": [4.95, 4.65],
  "spin_multiplicity": 6,
  "s2": 8.824,
  "elements": ["I", "I", "I", "Ru", "O", "O", "O", "N", "N", "N", "C", "C", "C", "C", "C", "C", "C", "C", "C", "C", "C", "C", "C", "C", "C", "C", "C", "C", "C", "C", "C", "C", "C", "H", "H", "H", "H", "H", "H", "H", "H", "H", "H", "H", "H", "H", "H", "H", "H"],
  "coordinates": [[-4.63, 3.97, 2.55], [-7.14, -1.14, 1.17], [-1.12, 2.94, -2.00], [-0.34, 1.61, -0.02], [5.05, -0.48, -0.08], [0.09, 0.51, 1.69], [-1.99, 2.48, 1.15], [2.19, -1.78, 3.44], [-1.82, 0.28, -0.17], [1.17, 0.85, -0.89], [2.20, 0.17, -0.26], [3.24, -1.35, 1.34], [-4.06, -0.46, 0.52], [0.82, 2.41, -4.27], [4.40, -1.67, 0.39], [1.09, -0.33, 1.89], [-5.28, -0.06, 1.19], [-5.40, 1.18, 1.80], [2.19, -0.45, 1.01], [1.30, 1.04, -2.31], [-2.66, -1.82, -0.92], [1.78, 1.74, -5.01], [-3.90, -1.66, -0.26], [1.13, -1.05, 3.17], [2.28, 0.39, -3.09], [-3.08, 1.78, 1.21], [2.45, 0.69, -4.43], [0.47, 1.98, -2.97], [-2.96, 0.47, 0.61], [-1.68, -0.84, -0.88], [3.19, -2.00, 2.55], [-0.02, -1.03, 4.10], [-4.30, 2.09, 1.81], [0.32, 3.28, -4.67], [0.24, -1.11, 5.15], [3.15, 0.09, -5.02], [-4.65, -2.41, -0.34], [1.98, 2.02, -6.06], [-2.39, -2.72, -1.47], [4.00, -2.20, -0.51], [3.17, 0.13, -0.70], [-0.52, -0.07, 3.93], [3.90, -2.83, 2.85], [-0.71, -0.94, -1.37], [-6.34, 1.42, 2.27], [-0.79, -1.76, 3.79], [5.10, -2.38, 0.92], [5.99, -0.65, -0.16], [2.88, -0.38, -2.61]]
}

{
  "formula": "C23H17F10N5OOs",
  "method": "ωB97M-V/def2-TZVPD",
  "homo_energy_ev": [-12.3, -14.4],
  "lumo_energy_ev": [-7.7, -10.6],
  "total_charge": 2,
  "homo_lumo_gap_ev": [4.52, 3.76],
  "spin_multiplicity": 5,
  "s2": 6.041,
  "elements": ["Os", "F", "F", "F", "F", "F", "F", "F", "F", "F", "F", "O", "N", "N", "N", "N", "N", "C", "C", "C", "C", "C", "C", "C", "C", "C", "C", "C", "C", "C", "C", "C", "C", "C", "C", "C", "C", "C", "C", "C", "H", "H", "H", "H", "H", "H", "H", "H", "H", "H", "H", "H", "H", "H", "H", "H", "H"],
  "coordinates": [[9.75, -1.87, 14.27], [6.19, -2.16, 16.62], [5.22, -6.70, 16.31], [13.63, -6.08, 13.12], [7.72, -7.31, 15.45], [4.57, -4.26, 17.08], [11.90, -3.89, 12.60], [14.83, -4.21, 17.26], [15.10, -6.17, 15.37], [9.57, -5.37, 15.10], [12.74, -2.56, 17.02], [8.81, -0.41, 8.04], [8.80, -2.00, 12.56], [9.68, -0.02, 15.45], [11.57, -1.90, 14.66], [10.81, -0.95, 8.89], [8.95, -2.58, 15.92], [6.65, -3.41, 16.29], [8.33, -4.97, 15.59], [12.65, -3.98, 13.73], [5.76, -4.43, 16.53], [13.54, -5.02, 13.92], [6.76, -1.20, 11.58], [13.22, -3.17, 15.90], [9.48, -0.80, 9.00], [9.07, 1.18, 14.74], [11.16, 0.29, 15.84], [7.47, -1.66, 12.68], [9.12, -1.75, 17.13], [8.87, -1.22, 10.33], [12.44, -3.03, 14.75], [12.15, -0.56, 15.03], [8.87, -0.29, 16.74], [7.45, -1.01, 10.41], [9.48, -1.90, 11.35], [6.08, -5.71, 16.15], [14.32, -5.11, 15.14], [14.24, -4.09, 16.09], [7.37, -6.01, 15.68], [7.99, -3.65, 15.89], [11.23, 0.09, 16.89], [12.41, -0.06, 14.09], [9.17, 2.06, 15.36], [9.67, 1.37, 13.80], [11.42, -1.16, 9.71], [11.37, 1.30, 15.63], [7.05, -1.62, 13.68], [9.15, 0.49, 17.46], [8.37, -1.99, 17.90], [5.73, -0.88, 11.67], [7.04, -0.67, 9.51], [8.05, 0.97, 14.44], [10.17, -1.80, 17.49], [11.28, -0.41, 8.16], [13.05, -0.64, 15.63], [10.46, -2.41, 11.40], [7.82, -0.13, 16.45]]
}

{
  "formula": "C23H17F6I2N4O6PbS2",
  "method": "ωB97M-V/def2-TZVPD",
  "homo_energy_ev": -5.5,
  "lumo_energy_ev": 2.2,
  "total_charge": -1,
  "homo_lumo_gap_ev": 7.66,
  "elements": ["Pb", "I", "I", "S", "S", "F", "F", "F", "F", "F", "F", "O", "O", "O", "O", "O", "O", "N", "N", "N", "N", "C", "C", "C", "C", "C", "C", "C", "C", "C", "C", "C", "C", "C", "C", "C", "C", "C", "C", "C", "C", "C", "C", "C", "H", "H", "H", "H", "H", "H", "H", "H", "H", "H", "H", "H", "H", "H", "H", "H", "H"],
  "coordinates": [[-0.66, 1.78, 0.55], [-2.04, 3.41, -3.89], [-2.07, 4.50, -0.47], [-2.75, -1.31, -0.43], [-4.09, 1.01, -1.14], [-4.16, 0.34, -3.71], [-6.03, 0.06, -2.68], [-1.74, -3.46, -1.70], [-3.74, -2.97, -2.30], [-2.09, -1.76, -2.96], [-5.42, 2.03, -3.29], [2.67, 0.20, 1.14], [-4.98, 1.75, -0.30], [0.53, 1.61, -2.59], [-1.53, -0.56, -0.45], [-2.95, -2.20, 0.67], [-2.82, 1.63, -1.42], [-0.47, 0.53, 2.57], [0.79, 2.96, 1.95], [-4.04, -0.51, -0.78], [1.32, 1.05, -0.53], [2.39, 4.06, 3.10], [0.39, -2.05, 1.41], [-0.92, 4.16, -2.25], [1.30, 0.99, -1.89], [0.46, 1.01, 3.34], [2.10, 2.90, 3.80], [-2.57, -2.44, -1.93], [3.04, -0.35, -1.19], [-1.11, -0.71, 2.94], [4.46, -1.68, -2.53], [3.83, -1.22, -3.68], [4.09, -1.24, -1.27], [1.57, 4.05, 1.97], [1.00, -3.24, 1.06], [2.78, -0.32, -3.60], [-0.48, -3.09, 3.38], [-4.97, 0.87, -2.80], [0.87, -4.36, 1.86], [-0.36, -1.96, 2.58], [1.11, 2.23, 3.07], [2.35, 0.30, -0.02], [2.40, 0.10, -2.34], [0.13, -4.28, 3.02], [1.58, -3.30, 0.14], [4.58, -1.58, -0.38], [-1.06, -3.04, 4.29], [0.01, -5.15, 3.66], [2.27, 0.04, -4.48], [-0.17, 3.41, -2.02], [-0.49, 5.11, -2.54], [1.34, -5.30, 1.58], [-2.07, -0.76, 2.40], [-1.33, -0.72, 4.01], [3.10, 4.82, 3.37], [5.27, -2.39, -2.62], [0.46, -1.19, 0.77], [0.74, 0.49, 4.25], [1.51, 4.79, 1.20], [2.54, 2.56, 4.72], [4.15, -1.59, -4.64]]
}

{
  "formula": "C23H17NO3S",
  "method": "ωB97M-V/def2-TZVPD",
  "homo_energy_ev": -7.7,
  "lumo_energy_ev": 0.2,
  "total_charge": 0,
  "homo_lumo_gap_ev": 7.90,
  "smiles": "C=C(c1cc(-c2ccccc2)c(O)c(-c2ccccc2)c1)c1sc(=O)[nH]c1O",
  "elements": ["S", "O", "O", "O", "N", "C", "C", "C", "C", "C", "C", "C", "C", "C", "C", "C", "C", "C", "C", "C", "C", "C", "C", "C", "C", "C", "C", "C", "H", "H", "H", "H", "H", "H", "H", "H", "H", "H", "H", "H", "H", "H", "H", "H", "H"],
  "coordinates": [[1.38, -2.16, 4.51], [-1.12, 0.61, -2.58], [-0.18, 1.21, 3.26], [0.11, -1.81, 6.73], [-0.12, -0.21, 5.13], [0.26, 0.09, 3.82], [0.21, -1.42, 5.63], [-0.92, -0.68, -0.52], [-0.40, 0.26, -1.45], [-4.84, -2.15, 0.05], [-3.82, -3.03, 0.31], [-2.29, -1.21, -0.51], [-3.36, -0.38, -0.87], [1.22, -0.79, 3.39], [1.44, 1.54, -2.30], [3.41, -0.78, 2.14], [0.93, 0.72, -1.26], [1.61, 3.00, -2.31], [2.02, -0.75, 2.05], [2.12, 3.63, -3.50], [1.21, -0.41, 0.84], [1.86, 0.79, -3.43], [-2.52, -2.47, 0.05], [-0.09, -0.99, 0.61], [-4.64, -0.92, -0.54], [2.42, 1.46, -4.58], [1.74, 0.32, -0.21], [2.55, 2.90, -4.56], [2.87, 3.55, -5.34], [-0.65, 1.38, -3.00], [1.81, -0.24, -3.47], [4.02, -0.89, 1.23], [3.97, -0.93, 3.16], [-5.42, -0.29, -0.88], [-3.86, -4.00, 0.76], [2.14, 4.66, -3.40], [-1.64, -3.04, 0.13], [-0.49, -1.64, 1.35], [2.77, 0.68, -0.23], [-0.86, 0.39, 5.47], [2.72, 0.80, -5.44], [-3.22, 0.62, -1.30], [0.29, 1.49, 2.47], [1.28, 3.65, -1.56], [-5.91, -2.57, 0.15]]
}